No. 1
{
  "formula": "C31H39BN10O5S2Se2Ti",
  "method": "the ωB97M-V functional and the def2-TZVPD basis",
  "gap_ev": [6.82, 6.84],
  "multiplicity": 2,
  "total_charge": -1,
  "max_force_ev_per_a": 0.44,
  "species": ["Ti", "C", "C", "N", "N", "C", "B", "N", "C", "C", "C", "N", "N", "C", "C", "C", "N", "N", "C", "C", "C", "N", "H", "H", "H", "H", "H", "H", "H", "H", "H", "H", "H", "H", "O", "C", "C", "C", "C", "C", "C", "C", "O", "N", "N", "C", "S", "C", "C", "S", "H", "H", "H", "H", "H", "H", "H", "H", "H", "O", "C", "C", "C", "O", "C", "Se", "C", "Se", "H", "H", "H", "H", "H", "H", "H", "H", "H", "H", "C", "C", "C", "O", "C", "H", "H", "H", "H", "H", "H", "H", "H"],
  "positions_angstrom": [[0.6983, -0.1015, -0.5646], [1.2813, 3.9608, 0.7096], [1.5319, 2.5938, 0.8808], [1.3904, 1.9557, -0.2740], [1.0376, 2.8752, -1.1961], [0.9745, 4.0917, -0.6308], [0.8791, 2.4806, -2.6913], [-0.4460, 1.7026, -2.9249], [-1.3709, 1.8002, -3.8987], [-2.2318, 0.7306, -3.7936], [-1.7311, -0.0132, -2.7213], [-0.6520, 0.5700, -2.2177], [2.0130, 1.5055, -3.0573], [2.8581, 1.4595, -4.1024], [3.4755, 0.2268, -4.1046], [2.9311, -0.4401, -3.0023], [2.0514, 0.3275, -2.3814], [0.8619, 3.7735, -3.5055], [-0.1650, 4.6558, -3.5927], [0.3193, 5.8215, -4.1329], [1.6877, 5.5592, -4.3322], [2.0098, 4.3402, -3.9400], [1.3283, 4.7420, 1.4479], [1.7767, 2.0233, 1.7640], [0.7439, 4.9672, -1.2145], [-1.3519, 2.6069, -4.6099], [-3.0915, 0.5160, -4.4031], [-2.0874, -0.9369, -2.2938], [2.9695, 2.3159, -4.7422], [4.2208, -0.1331, -4.7916], [3.1378, -1.4260, -2.6228], [-1.1521, 4.3986, -3.2465], [-0.2300, 6.7206, -4.3524], [2.4473, 6.2049, -4.7444], [-4.9553, -0.1734, 0.4247], [-4.3701, 0.9029, -0.1247], [-5.1725, 1.7878, -0.8454], [-4.6342, 2.9382, -1.3892], [-3.2820, 3.2289, -1.2286], [-2.4778, 2.3342, -0.5477], [-2.9961, 1.1627, -0.0005], [-2.0853, 0.2366, 0.7134], [-0.8141, 0.3810, 0.5610], [-2.6493, -0.6741, 1.4570], [-1.7958, -1.3338, 2.3165], [-2.0186, -2.5599, 2.5019], [-1.1239, -3.3901, 3.7862], [-1.9771, -4.9761, 3.6064], [-2.4224, -5.1208, 2.1627], [-3.1832, -3.5623, 1.6325], [-4.2724, -0.6003, 1.0003], [-6.2242, 1.5527, -0.9460], [-5.2764, 3.6200, -1.9341], [-2.8645, 4.1452, -1.6268], [-1.4201, 2.5285, -0.4238], [-2.8319, -5.0100, 4.2819], [-1.2654, -5.7567, 3.8733], [-3.1712, -5.9059, 2.0588], [-1.5734, -5.3448, 1.5204], [2.3615, -4.8613, -1.7827], [2.9101, -3.9705, -0.8206], [2.0446, -3.8331, 0.4337], [2.1544, -5.1810, 1.1737], [1.2178, -5.3813, 2.2288], [2.6090, -2.7279, 1.3343], [2.8517, -0.9098, 0.5963], [0.5672, -3.5986, 0.0977], [0.1377, -2.4431, -1.4266], [1.6254, -4.3804, -2.1912], [3.0598, -2.9774, -1.2468], [3.8921, -4.3667, -0.5443], [3.1747, -5.2837, 1.5666], [1.9848, -5.9833, 0.4526], [0.9654, -4.5245, 2.5937], [3.6109, -3.0215, 1.6564], [1.9919, -2.6379, 2.2333], [0.0612, -3.1722, 0.9633], [0.0966, -4.5557, -0.1223], [0.2847, 1.7308, 5.1088], [1.5441, 0.8617, 5.3145], [1.4282, -0.1735, 4.1943], [0.7800, 0.5124, 3.1453], [-0.2659, 1.2553, 3.7486], [0.5353, 2.7916, 5.0935], [-0.4488, 1.5761, 5.9007], [1.5904, 0.4061, 6.3039], [2.4480, 1.4554, 5.1724], [0.8163, -1.0286, 4.5182], [2.3809, -0.5390, 3.8122], [-1.1403, 0.6100, 3.8770], [-0.5280, 2.0658, 3.0673]],
  "forces_ev_per_a": [[0.2, 0.0, -0.4], [0.0, -0.1, 0.0], [0.0, 0.1, 0.0], [-0.3, 0.2, 0.2], [0.1, -0.1, -0.2], [0.1, 0.0, 0.1], [0.0, -0.1, 0.0], [0.1, 0.0, -0.1], [-0.1, 0.0, 0.0], [0.0, 0.0, 0.0], [0.0, 0.0, 0.0], [-0.1, 0.1, -0.1], [-0.1, -0.1, 0.0], [0.0, 0.0, 0.0], [0.0, 0.0, 0.0], [0.0, 0.0, 0.0], [0.0, 0.0, 0.0], [0.0, 0.1, 0.0], [0.0, 0.0, 0.0], [0.0, 0.0, 0.0], [0.0, 0.0, 0.0], [0.0, 0.0, 0.0], [0.0, 0.0, 0.0], [0.0, 0.0, 0.0], [0.0, 0.0, 0.0], [0.0, 0.0, 0.0], [0.0, 0.0, 0.0], [0.0, 0.0, 0.0], [0.0, 0.0, 0.0], [0.0, 0.0, 0.0], [0.0, 0.0, 0.0], [0.0, 0.0, 0.0], [0.0, 0.0, 0.0], [0.0, 0.0, 0.0], [-0.3, 0.2, -0.1], [-0.1, 0.0, 0.1], [0.0, 0.0, 0.0], [0.0, 0.0, 0.0], [0.0, 0.0, 0.0], [0.0, 0.1, 0.0], [0.0, 0.1, 0.0], [-0.1, -0.3, -0.1], [0.1, -0.1, 0.2], [0.2, 0.2, 0.0], [0.1, 0.0, 0.1], [0.0, 0.0, 0.0], [0.1, -0.1, -0.1], [0.0, 0.0, 0.0], [0.0, 0.0, 0.0], [0.0, 0.0, 0.0], [0.2, -0.2, 0.0], [0.0, 0.0, 0.0], [0.0, 0.0, 0.0], [0.0, 0.0, 0.0], [0.0, 0.0, 0.0], [0.0, 0.0, 0.0], [0.0, 0.0, 0.0], [0.0, 0.0, 0.0], [0.1, 0.0, 0.0], [0.0, 0.0, 0.0], [0.0, 0.0, 0.0], [0.0, 0.0, 0.0], [0.0, 0.0, 0.0], [-0.1, 0.0, 0.0], [0.0, 0.0, 0.0], [-0.2, 0.0, 0.1], [0.0, 0.0, 0.1], [0.0, 0.1, 0.0], [0.0, 0.0, 0.0], [0.0, 0.0, 0.0], [0.0, 0.0, 0.0], [0.0, 0.0, 0.0], [0.0, 0.0, 0.0], [0.0, 0.0, 0.0], [0.0, 0.0, 0.0], [0.0, 0.0, 0.0], [0.0, 0.0, 0.0], [0.0, 0.0, 0.0], [0.0, 0.0, 0.0], [0.0, 0.0, 0.0], [0.0, 0.0, 0.0], [0.1, 0.1, 0.0], [0.0, 0.0, 0.0], [0.0, 0.0, 0.0], [0.0, 0.0, 0.0], [0.0, 0.0, 0.0], [0.0, 0.0, 0.0], [0.0, 0.0, 0.0], [0.0, 0.0, 0.0], [0.0, 0.0, 0.0], [0.0, 0.0, 0.0]],
  "lowdin_charge": [0.518, -0.037, -0.120, -0.039, 0.025, -0.063, -0.636, 0.032, -0.074, -0.035, -0.159, -0.036, 0.031, -0.069, -0.048, -0.145, -0.041, -0.010, -0.120, -0.073, -0.164, 0.078, 0.090, 0.097, 0.116, 0.114, 0.095, 0.076, 0.099, 0.088, 0.082, 0.104, 0.085, 0.095, 0.044, -0.273, -0.022, -0.093, -0.096, -0.029, -0.077, -0.396, -0.181, 0.034, -0.034, -0.916, 0.912, -0.524, -0.522, 0.918, 0.052, 0.111, 0.096, 0.087, 0.101, 0.069, 0.074, 0.074, 0.060, -0.092, -0.268, -0.568, -0.213, -0.086, -0.517, 0.610, -0.511, 0.681, 0.013, 0.047, 0.131, 0.120, 0.124, 0.013, 0.056, 0.048, 0.030, 0.060, -0.149, -0.154, -0.217, -0.206, -0.206, 0.097, 0.100, 0.101, 0.104, 0.102, 0.106, 0.103, 0.115]
}

***

No. 2
{
  "formula": "C3H8",
  "method": "the ωB97M-V functional and the def2-TZVPD basis",
  "gap_ev": 11.51,
  "multiplicity": 1,
  "total_charge": 0,
  "smiles": "C=C.C",
  "max_force_ev_per_a": 1.60,
  "species": ["C", "H", "H", "H", "H", "C", "C", "H", "H", "H", "H"],
  "positions_angstrom": [[3.5035, -3.8545, -4.1840], [2.4615, -3.5527, -4.2424], [4.0876, -3.1245, -3.6301], [3.8989, -3.9118, -5.1959], [3.5385, -4.8309, -3.6946], [-3.2607, 3.4311, 2.9482], [-2.5488, 2.9619, 3.9734], [-3.7642, 2.8222, 2.2172], [-3.3502, 4.5184, 2.9585], [-2.4755, 1.9053, 4.1703], [-2.0906, 3.6356, 4.6795]],
  "forces_ev_per_a": [[-0.1, -0.2, -0.1], [0.0, 0.2, 0.1], [-0.1, 0.0, 0.1], [0.0, -0.2, 0.0], [0.2, 0.1, -0.1], [0.6, 0.7, 1.3], [-0.7, -0.2, -0.6], [-0.1, 0.0, -0.1], [-0.2, -0.2, -0.7], [0.3, -0.2, 0.0], [0.1, 0.1, 0.1]],
  "lowdin_charge": [-0.053, 0.011, 0.013, 0.013, 0.016, -0.079, -0.085, 0.041, 0.045, 0.038, 0.040]
}

***

No. 3
{
  "formula": "C3H7N2O2",
  "method": "the ωB97M-V functional and the def2-TZVPD basis",
  "gap_ev": [7.97, 6.59],
  "multiplicity": 3,
  "total_charge": 1,
  "max_force_ev_per_a": 9.14,
  "species": ["C", "C", "C", "N", "N", "O", "O", "H", "H", "H", "H", "H", "H", "H"],
  "positions_angstrom": [[0.5334, 0.8452, 0.9301], [1.0886, 0.3936, -1.4652], [-1.5303, -1.2393, -0.6509], [-2.0167, -0.3262, 0.0129], [1.0501, 1.6239, 1.7845], [0.8894, 0.5607, -0.2264], [-0.7531, -2.2640, -0.3981], [1.8190, -0.3518, -1.8891], [0.8144, 1.0515, -2.3135], [-1.6041, -1.0343, -1.7726], [-1.9410, -0.4216, 1.0263], [0.6330, 1.7700, 2.6778], [1.9644, 2.1271, 1.7474], [-0.9470, -2.7347, 0.5369]],
  "forces_ev_per_a": [[-0.6, -0.5, -1.7], [2.0, -1.7, -8.8], [0.5, 0.8, -4.2], [-1.2, 1.6, 2.4], [1.9, 1.3, 0.8], [-0.5, 0.9, 6.3], [-0.1, -3.1, 3.5], [-0.7, 0.5, 1.7], [-0.5, 0.4, 1.6], [0.2, -0.9, 1.2], [-0.1, -0.2, 0.1], [-0.8, -0.2, 0.6], [-0.7, -0.6, -0.7], [0.6, 1.8, -2.9]],
  "lowdin_charge": [-0.005, 0.006, -0.469, 0.106, 0.260, 0.086, 0.028, 0.124, 0.116, 0.152, 0.053, 0.145, 0.193, 0.205]
}

***

No. 4
{
  "formula": "C3H4O2S",
  "method": "the ωB97M-V functional and the def2-TZVPD basis",
  "gap_ev": 8.16,
  "multiplicity": 1,
  "total_charge": 0,
  "max_force_ev_per_a": 6.44,
  "species": ["C", "C", "C", "H", "H", "H", "H", "O", "O", "S"],
  "positions_angstrom": [[1.0858, -1.0824, -0.0387], [-1.1694, 0.0054, 0.0730], [-0.5477, 1.5120, -0.0279], [1.4568, -1.3367, 1.2739], [1.3913, -2.0544, -0.9995], [1.6589, 0.0430, -0.4555], [-1.4598, 2.2413, 0.1279], [-0.3316, -0.9104, 0.0793], [0.7313, 1.6487, -0.0042], [-2.8156, -0.0665, -0.0284]],
  "forces_ev_per_a": [[3.7, 0.9, -0.1], [-0.9, 5.0, -1.4], [3.1, -1.3, 1.8], [-0.9, 0.5, -4.6], [-1.3, 3.0, 3.6], [-1.9, -4.1, 1.5], [2.1, -0.5, -0.7], [1.4, -4.1, -0.1], [-6.4, 0.8, -0.4], [0.9, -0.3, 0.4]],
  "lowdin_charge": [-0.102, -0.870, -0.133, 0.181, 0.175, 0.145, 0.120, -0.180, -0.048, 0.712]
}

***

For each record above, in turn, the calculated ΔE to the lowest compared entry with this formula, charge and spin values are 0.0000, 1.1141, 3.5370, 5.3829 eV.